C2H5NO2S | ωB97M-V/def2-TZVPD

The geometry in XYZ format:
```
11
Properties=species:S:1:pos:R:3:forces:R:3
C 0.923 -0.277 0.602 0.2609 -1.1589 1.9774
C 1.278 1.079 0.285 0.2991 0.4071 0.0902
N 0.537 -1.237 1.112 0.3774 -0.0791 -0.4952
O -1.707 -1.778 -0.414 0.4961 -0.0332 -0.1682
O -2.182 0.681 -0.284 -0.4472 1.1328 0.7019
S -1.663 -0.329 -1.165 2.1812 -1.6512 0.3020
H -0.179 -0.250 -0.954 -2.1544 -0.2679 -1.0381
H 2.358 1.338 0.497 -1.4079 -0.3097 -0.1622
H 0.522 1.624 0.904 0.8738 0.2767 -0.7913
H 1.045 1.100 -0.781 0.3130 1.1192 0.0404
H -0.930 -1.952 0.198 -0.7919 0.5644 -0.4568
```
Positions in Å, forces in eV/Å.

For the molar mass, the calculation gives 107.13 g/mol. The value obtained for the HOMO energy is -9.8 eV. As for the total energy: -682.5542 Ha. The LUMO energy comes out at 0.398 eV. The value obtained for the frontier orbital gap is 10.2 eV.


C33H59NO25S4 | ωB97M-V/def2-TZVPD

The geometry in XYZ format:
```
122
Properties=species:S:1:pos:R:3:forces:R:3
C 8.743 -23.383 19.891 0.4196 -0.3603 -0.2381
C 10.189 -23.036 19.499 -0.5376 0.5382 0.2748
O 10.706 -24.229 18.915 0.0505 -0.0571 0.2181
C 9.860 -25.250 19.129 -0.4183 0.3252 -0.0945
O 10.050 -26.381 18.837 0.1873 -0.4031 -0.0642
O 8.703 -24.811 19.693 0.0381 0.1402 0.2890
H 7.971 -22.940 19.266 0.0760 0.1581 0.0001
H 8.577 -23.157 20.942 -0.2127 -0.0444 -0.0194
H 10.731 -22.739 20.395 0.3463 -0.2231 -0.1483
H 10.231 -22.224 18.788 0.0899 0.0179 -0.2258
C 13.495 -18.199 23.694 -0.5430 -0.8646 -0.3164
C 14.007 -19.256 22.725 -0.0977 0.0190 0.5438
O 14.589 -18.441 21.693 0.0533 -0.0108 -0.0694
C 13.984 -17.229 21.712 -0.4363 -0.8462 0.1522
O 14.065 -16.413 20.856 0.1097 0.3740 -0.2256
O 13.185 -17.131 22.800 0.5869 0.5206 0.1464
H 14.237 -17.937 24.449 0.0082 0.3769 -0.1177
H 12.571 -18.514 24.167 0.0536 0.0810 0.1701
H 13.200 -19.879 22.333 -0.0055 0.1406 -0.1874
H 14.747 -19.898 23.186 0.2166 0.0369 -0.2316
C 11.262 -17.785 19.690 0.7997 -0.6307 1.0948
C 12.244 -18.702 18.967 0.1282 0.2874 -0.1113
O 11.421 -19.809 18.605 -0.0931 -0.0189 -0.2090
C 10.129 -19.437 18.642 0.2010 -0.1607 0.2629
O 9.220 -20.103 18.264 -0.1342 0.0423 -0.1015
O 10.001 -18.209 19.190 -0.2020 0.4855 -0.2230
H 11.481 -16.725 19.600 -0.3853 0.0481 -0.5535
H 11.293 -18.012 20.764 -0.1607 -0.0171 -0.0631
H 13.062 -19.057 19.586 -0.0420 0.0107 0.0804
H 12.658 -18.245 18.066 -0.0613 -0.0533 -0.0462
C 5.960 -24.590 23.314 -0.0821 -0.8115 0.3382
C 7.225 -25.111 22.645 0.0764 0.0205 -0.6354
O 8.255 -24.315 23.251 -0.1496 -0.1872 -0.0027
C 7.784 -23.796 24.410 0.3441 -0.2194 -0.6507
O 8.509 -23.275 25.201 -0.1590 0.2474 0.4225
O 6.461 -23.958 24.505 0.1074 0.2404 0.0867
H 5.333 -25.417 23.644 -0.1321 0.1174 -0.0698
H 5.366 -23.899 22.723 0.1972 0.2476 0.0117
H 7.253 -24.991 21.564 -0.0352 0.3113 0.0937
H 7.433 -26.170 22.806 -0.0631 0.0695 0.4378
C 8.796 -17.750 26.887 0.8686 -0.1401 0.3923
C 8.879 -19.098 27.581 0.2577 -0.0373 -0.4019
O 8.028 -19.897 26.742 -0.2085 0.1232 -0.0298
C 7.141 -19.067 26.145 0.0849 -0.0099 -0.0525
O 6.215 -19.405 25.480 0.0016 -0.0747 0.0120
O 7.474 -17.774 26.371 -0.1899 0.2539 -0.0125
H 9.511 -17.664 26.064 -0.1364 -0.1384 -0.1148
H 9.023 -16.907 27.535 -0.6363 0.1044 0.0520
H 8.480 -19.139 28.593 0.0709 0.1643 0.0532
H 9.896 -19.488 27.541 -0.1086 -0.2115 0.1159
C 6.615 -18.468 19.311 -0.5976 0.1627 0.5325
C 5.182 -17.936 19.333 0.5154 -0.2139 -0.3989
O 4.509 -18.878 20.173 -0.1451 -0.0547 -0.0712
C 5.200 -20.043 20.153 0.3572 0.2352 0.0042
O 4.802 -21.078 20.580 -0.1257 -0.1368 0.1294
O 6.421 -19.863 19.608 -0.0890 -0.0404 -0.2473
H 7.186 -18.039 20.132 0.1836 0.1431 -0.2111
H 7.084 -18.326 18.345 0.2547 -0.2515 0.0540
H 4.752 -17.986 18.331 -0.1881 0.0965 0.0904
H 5.126 -16.934 19.744 -0.1221 -0.0270 0.1116
C 10.333 -22.791 27.854 0.2838 0.1802 0.1075
C 10.597 -24.280 28.125 -0.1472 1.0048 -0.5375
O 9.299 -24.767 28.431 -0.1240 0.0218 -0.0516
C 8.457 -23.723 28.686 0.4879 -0.3553 -0.0651
O 7.322 -23.857 28.981 -0.2580 0.1848 0.1812
O 9.131 -22.551 28.583 -0.2006 0.0355 -0.0582
H 10.166 -22.533 26.808 -0.0880 -0.3125 -0.0555
H 11.126 -22.146 28.235 -0.0907 -0.0333 0.1875
H 11.263 -24.394 28.978 0.0206 -0.3118 0.0004
H 10.973 -24.745 27.218 0.0713 -0.3554 0.1853
C 11.734 -24.350 22.970 0.1617 0.0468 -0.6150
C 13.242 -24.600 23.062 0.0796 0.5653 -0.1828
C 13.713 -26.038 22.795 -0.6820 0.3507 -0.1537
C 13.603 -26.422 21.385 0.1548 0.1198 -0.1135
N 13.538 -26.733 20.281 0.0046 0.0330 0.0718
H 11.192 -24.458 23.908 0.0359 -0.1562 0.0242
H 11.291 -25.003 22.211 -0.0796 -0.1040 0.1614
H 11.567 -23.340 22.590 -0.0791 0.0596 0.2393
H 13.624 -24.270 24.030 -0.0574 -0.1755 0.1384
H 13.735 -23.936 22.345 0.0371 -0.1450 -0.0538
H 13.047 -26.729 23.320 0.4361 -0.0985 0.3608
H 14.755 -26.113 23.096 -0.0414 -0.4152 0.1350
C 6.285 -15.647 24.248 -0.3837 0.4222 -0.0592
S 5.469 -15.759 22.654 -0.0698 -0.3154 0.1355
O 6.521 -16.190 21.676 0.0278 0.0413 -0.1372
C 4.501 -17.237 22.985 0.4267 -0.1152 0.4824
H 7.029 -16.425 24.378 -0.0074 -0.0536 -0.1010
H 5.516 -15.707 25.019 0.0816 -0.0262 0.0701
H 6.730 -14.654 24.276 0.2214 -0.1000 0.1138
H 3.893 -17.451 22.114 -0.0585 -0.0943 0.0133
H 3.911 -17.127 23.895 -0.2138 0.2451 -0.1805
H 5.214 -18.039 23.194 -0.0336 -0.0617 -0.2575
C 8.822 -19.025 22.860 -0.6120 0.3259 0.1054
S 9.459 -20.694 22.725 0.4029 0.3071 -0.0123
O 10.554 -20.656 21.701 0.0325 0.0443 -0.0846
C 10.285 -20.684 24.300 0.1906 -0.0487 1.1117
H 8.428 -18.722 21.889 -0.0415 -0.1692 -0.0119
H 9.531 -18.264 23.191 0.4005 -0.3422 -0.0113
H 7.999 -19.047 23.581 -0.0791 -0.0504 -0.1352
H 9.578 -20.599 25.132 -0.2328 -0.0523 -0.3222
H 10.982 -19.848 24.374 -0.0074 0.0263 -0.3150
H 10.847 -21.600 24.478 -0.0480 -0.0930 -0.4044
C 11.134 -13.660 23.354 0.2833 -0.1241 -0.1044
S 10.677 -15.385 23.617 -0.3405 -0.0028 -0.4094
O 9.870 -15.470 24.872 -0.0614 0.0990 0.1452
C 9.514 -15.414 22.244 -0.3588 -0.4374 0.0252
H 10.290 -13.027 23.620 0.0339 -0.0017 0.1927
H 11.377 -13.510 22.301 0.0043 -0.1337 -0.0124
H 12.031 -13.460 23.935 -0.1571 0.1717 0.1811
H 8.885 -14.526 22.252 0.2188 0.1782 -0.1959
H 8.815 -16.246 22.331 0.1906 -0.0935 0.2675
H 10.064 -15.577 21.317 0.0280 0.3887 -0.0432
C 14.209 -20.931 27.683 0.1313 0.4694 -0.1495
S 14.400 -21.785 26.104 -0.1525 -0.2361 -0.3161
O 13.352 -21.225 25.194 0.0595 0.1336 0.1093
C 15.936 -21.007 25.569 0.0658 0.3395 0.6371
H 14.700 -19.958 27.638 0.0941 -0.0726 0.0983
H 14.598 -21.535 28.498 0.0052 -0.0018 0.0262
H 13.146 -20.729 27.800 -0.0652 -0.3232 0.0180
H 16.803 -21.395 26.103 -0.0901 -0.2274 -0.0241
H 15.851 -19.949 25.821 0.0126 0.0607 -0.3405
H 16.038 -21.162 24.500 -0.0102 -0.1115 -0.0370
```
Positions in Å, forces in eV/Å.

For the molar mass, the calculation gives 998.08 g/mol. The value obtained for the HOMO energy is -9.3 eV. As for the total energy: -4821.3051 Ha. The LUMO energy comes out at -0.304 eV. The value obtained for the frontier orbital gap is 9.0 eV.


C22H22N6RuS | ωB97M-V/def2-TZVPD

The geometry in XYZ format:
```
52
Properties=species:S:1:pos:R:3:forces:R:3
Ru 0.279 -0.379 0.208 1.9671 -2.1790 -1.5552
C 2.596 -0.922 0.558 -0.3281 0.7113 0.0595
C 2.190 -1.656 -0.589 -0.4423 0.1322 0.0433
C 1.273 -2.645 -0.173 -0.3199 0.6657 -0.4474
C 1.159 -2.567 1.244 -0.0757 0.6782 0.3699
C 1.960 -1.511 1.690 0.0842 -0.3451 -0.0110
H 3.391 -0.196 0.596 -0.0589 0.0638 -0.0394
H 2.603 -1.563 -1.580 -0.1598 0.1339 -0.0246
H 0.853 -3.417 -0.798 -0.1277 0.1148 -0.0333
H 0.593 -3.244 1.864 -0.1353 0.1061 -0.0106
H 2.142 -1.247 2.720 -0.1406 0.1322 -0.0050
N -2.939 -1.498 2.696 -0.0610 0.0811 0.0274
C -3.217 -2.596 1.905 0.2148 -0.1039 -0.3456
C -4.064 -3.685 2.069 -0.0485 0.0307 0.0664
C -4.070 -4.623 1.056 -0.0398 0.0029 0.0991
C -3.268 -4.481 -0.086 0.0639 -0.0009 -0.1063
C -2.421 -3.404 -0.245 0.0195 0.0438 0.0391
C -2.393 -2.459 0.778 -0.1834 -0.1481 0.0125
N -1.650 -1.303 0.910 0.5282 1.1760 0.0083
C -1.999 -0.759 2.059 -0.2439 -0.3439 -0.1243
C -1.424 0.472 2.574 -0.0902 0.4008 0.3938
C -2.005 1.356 3.434 0.0237 -0.0830 0.0166
S -0.964 2.672 3.718 0.1122 -0.1170 -0.1844
C 0.182 1.985 2.655 0.0119 0.0773 0.2805
N -0.168 0.841 2.147 -0.3519 -0.1352 -0.4914
H -3.344 -1.303 3.595 0.0445 0.0577 0.0454
H -4.688 -3.790 2.947 -0.0086 -0.0336 -0.0260
H -4.708 -5.491 1.147 -0.0161 0.0172 -0.0179
H -3.322 -5.235 -0.859 0.0093 0.0026 0.0081
H -1.807 -3.272 -1.126 -0.0142 -0.0441 -0.0139
H -2.989 1.316 3.872 0.0190 0.0001 -0.0029
H 1.130 2.460 2.453 -0.0179 0.0109 -0.0471
N -1.901 3.377 0.401 0.1057 -0.1351 -0.0906
C -1.347 2.511 -0.137 -0.0082 0.4903 0.0850
N -0.758 1.450 -0.618 -0.2915 -0.8138 0.0996
C 0.208 1.062 -1.398 -0.2379 0.1042 2.4845
N 0.881 1.800 -2.240 0.2474 -0.8640 -0.5848
C 0.696 3.240 -2.439 -0.1053 0.1633 0.0443
C 1.976 3.966 -2.029 0.0270 -0.0888 -0.1477
C 3.176 3.423 -2.807 -0.0090 -0.0575 0.1521
C 3.295 1.911 -2.610 -0.1314 0.0838 -0.1172
C 1.988 1.231 -3.009 0.3089 0.0131 0.1041
H -0.158 3.589 -1.866 -0.0085 -0.0245 -0.0387
H 0.492 3.411 -3.499 -0.0401 -0.0196 0.0000
H 2.136 3.823 -0.956 -0.0134 0.0454 0.0169
H 1.850 5.034 -2.208 -0.0220 0.0041 0.0286
H 4.091 3.921 -2.485 -0.0042 0.0066 -0.0225
H 3.049 3.640 -3.872 0.0116 0.0227 -0.0069
H 3.496 1.692 -1.557 0.0496 -0.0391 -0.0068
H 4.112 1.503 -3.207 0.0134 -0.0097 0.0309
H 2.016 0.159 -2.827 -0.0727 0.0421 -0.0194
H 1.791 1.398 -4.072 -0.0539 -0.0291 0.0048
```
Positions in Å, forces in eV/Å.

As for the spin multiplicity: 2. Its total charge is +1. For the molar mass, the calculation gives 503.60 g/mol. The value obtained for the HOMO energy (spin up / spin down) is -10.5 / -10.8 eV. As for the total energy: -1672.8796 Ha. The LUMO energy (spin up / spin down) comes out at -3.504 / -3.242 eV. The value obtained for the frontier orbital gap (spin up / spin down) is 6.9 / 7.6 eV. The expectation value of S² is 0.796.